Computed, not measured: a cluster of 5 separate species, C54H70N2O18 in total, with the ωB97M-V functional and the def2-TZVPD basis.

Computed properties:
molecular weight	1035.2	u
largest force on an atom	0.0714	Eh/bohr
gap between HOMO and LUMO	6.2	eV
net charge	0
SMILES string	COCCCCCCCCC[C@H]1C[C@H](CCCCCCCCCCCCn2cccc2)NC1=O.O=C1C=C(O)C(=O)C=C1O.O=C1C=C(O)C(=O)C=C1O.O=C1C=C(O)C(=O)C=C1O.O=C1C=C(O)C(=O)C=C1O
E_HOMO	-7.8989	eV

Geometry (Å):
C (3.3047, -2.9206, -1.0452)
O (3.1020, -3.3795, 0.2945)
C (1.7397, -3.2805, 0.7238)
C (0.9437, -2.0469, 0.1643)
C (-0.1380, -1.6494, 1.2526)
C (-1.2293, -2.7424, 1.5099)
C (-1.9745, -2.3574, 2.8570)
C (-2.5881, -0.9057, 2.7985)
C (-1.6853, 0.2025, 3.4742)
C (-1.8406, 1.5820, 2.7049)
C (-3.0989, 2.3452, 3.2294)
C (-3.5415, 3.5817, 2.3630)
C (-2.5199, 4.2163, 1.3273)
C (-3.0553, 3.5712, 0.0116)
C (-2.3268, 3.8356, -1.3577)
C (-0.8545, 4.3557, -1.2043)
C (0.1090, 3.1245, -0.9528)
C (0.6845, 2.7077, -2.3610)
C (1.1565, 1.2103, -2.4306)
C (-0.0277, 0.2122, -2.7630)
C (-0.7196, 0.5143, -4.1453)
C (-2.2785, 0.6536, -4.0365)
C (-2.9508, -0.4705, -3.1459)
C (-4.3654, -0.9299, -3.7088)
C (-5.5386, -0.6794, -2.6886)
C (-5.8973, -1.9304, -1.7965)
N (-5.9406, -1.5759, -0.3629)
C (-4.8011, -1.0633, 0.2324)
C (-5.2184, -0.8034, 1.5731)
C (-6.6138, -1.2145, 1.7658)
C (-7.0119, -1.6856, 0.4668)
N (-4.5189, 3.7758, 0.0641)
C (-4.8392, 3.4115, 1.4514)
O (-5.9293, 3.0656, 1.7731)
H (2.4949, -3.2010, -1.7570)
H (3.4520, -1.8080, -0.9949)
H (4.2643, -3.3486, -1.4141)
H (1.7574, -3.1788, 1.8417)
H (1.1302, -4.1910, 0.5193)
H (1.5705, -1.1329, 0.0211)
H (0.3565, -2.3010, -0.7557)
H (-0.5440, -0.6474, 0.9809)
H (0.4310, -1.5400, 2.2163)
H (-1.9453, -2.8465, 0.6566)
H (-0.7695, -3.7525, 1.6524)
H (-2.8507, -3.0580, 2.9127)
H (-1.3343, -2.5039, 3.7564)
H (-2.7572, -0.6285, 1.7335)
H (-3.5352, -0.9456, 3.3946)
H (-0.6146, -0.1144, 3.4884)
H (-2.0911, 0.3932, 4.4965)
H (-0.9044, 2.1906, 2.8209)
H (-1.9169, 1.3885, 1.6014)
H (-2.9365, 2.7222, 4.2696)
H (-3.9495, 1.6222, 3.2279)
H (-3.8958, 4.3977, 3.0489)
H (-1.4507, 4.1062, 1.6084)
H (-2.7254, 5.3151, 1.4008)
H (-2.9791, 2.4586, 0.1233)
H (-2.2840, 2.8654, -1.9180)
H (-2.9745, 4.5640, -1.9191)
H (-0.7473, 5.1765, -0.4540)
H (-0.5545, 4.8081, -2.1874)
H (-0.4675, 2.2783, -0.5101)
H (0.9058, 3.4555, -0.2424)
H (-0.1104, 2.9465, -3.1069)
H (1.5520, 3.3737, -2.5976)
H (1.6408, 0.8789, -1.4829)
H (1.9616, 1.1619, -3.2135)
H (0.4586, -0.7889, -2.8451)
H (-0.7284, 0.2806, -1.8964)
H (-0.4821, -0.3276, -4.8361)
H (-0.3238, 1.4571, -4.5879)
H (-2.6867, 0.5444, -5.0710)
H (-2.5874, 1.6575, -3.6797)
H (-3.0229, -0.0627, -2.1110)
H (-2.2967, -1.3777, -3.1397)
H (-4.5675, -0.2789, -4.5941)
H (-4.3641, -2.0124, -3.9783)
H (-5.2757, 0.2264, -2.0938)
H (-6.4775, -0.4112, -3.2435)
H (-6.9389, -2.2465, -2.0591)
H (-5.2360, -2.8118, -1.9810)
H (-3.8233, -0.9050, -0.2435)
H (-4.6370, -0.3603, 2.3996)
H (-7.1900, -1.1480, 2.7009)
H (-8.0230, -2.0497, 0.2275)
H (-4.8085, 4.7410, -0.1143)
C (4.2348, -6.4378, 1.1977)
C (5.2921, -7.2124, 1.4612)
C (5.1669, -8.4533, 2.2864)
O (6.1532, -9.1381, 2.4849)
C (3.8507, -8.7885, 2.8272)
C (2.7945, -8.0121, 2.5665)
C (2.9162, -6.7863, 1.7183)
O (1.9244, -6.1180, 1.4913)
O (1.5743, -8.2946, 3.0521)
O (6.5178, -6.9151, 0.9974)
H (4.3100, -5.5380, 0.6010)
H (3.7760, -9.6783, 3.4368)
H (0.9904, -7.5860, 2.7198)
H (7.1007, -7.6269, 1.3240)
C (4.6946, 3.4180, -1.0542)
C (5.9810, 3.7656, -1.1650)
C (7.0234, 3.2076, -0.2478)
O (8.1848, 3.5378, -0.3982)
C (6.5926, 2.2850, 0.8001)
C (5.3061, 1.9411, 0.9123)
C (4.2695, 2.4773, -0.0208)
O (3.1115, 2.1212, 0.1081)
O (4.8813, 1.0956, 1.8692)
O (6.3996, 4.6294, -2.1034)
H (3.9318, 3.8121, -1.7120)
H (7.3508, 1.9017, 1.4672)
H (3.9181, 1.0104, 1.7339)
H (7.3642, 4.7100, -1.9729)
C (10.0691, 0.3894, 3.8292)
C (10.7769, -0.0377, 4.8802)
C (10.2623, -1.1121, 5.7856)
O (10.9494, -1.4818, 6.7187)
C (8.9412, -1.6703, 5.5064)
C (8.2324, -1.2405, 4.4574)
C (8.7594, -0.1863, 3.5377)
O (8.0846, 0.1593, 2.5849)
O (7.0151, -1.7339, 4.1789)
O (11.9818, 0.4745, 5.1734)
H (10.4308, 1.1634, 3.1662)
H (8.5725, -2.4334, 6.1776)
H (6.7167, -1.2625, 3.3765)
H (12.2814, -0.0015, 5.9718)
C (-7.1593, 4.6128, -4.5436)
C (-6.1886, 3.9705, -3.8848)
C (-5.5520, 2.7359, -4.4404)
O (-4.6583, 2.1970, -3.8139)
C (-6.0397, 2.2269, -5.7196)
C (-7.0127, 2.8673, -6.3760)
C (-7.6305, 4.1175, -5.8343)
O (-8.5003, 4.6758, -6.4762)
O (-7.4814, 2.4210, -7.5516)
O (-5.7395, 4.4021, -2.6952)
H (-7.6261, 5.5069, -4.1543)
H (-5.5837, 1.3241, -6.1022)
H (-8.1736, 3.0575, -7.8158)
H (-5.0433, 3.7691, -2.4280)

Results of the Löwdin charge analysis, in e, for atoms 1 through 4: number 1, C, carries -0.11; number 2, O, carries -0.21; number 3, C, carries -0.24; number 4, C, carries -0.18

***

Computed, not measured: a cluster of 14 separate species, C54H71IN16O5 in total, with the ωB97M-V functional and the def2-TZVPD basis.

Computed properties:
molecular weight	1151.2	u
largest force on an atom	0.0535	Eh/bohr
gap between HOMO and LUMO	8.3	eV
net charge	0
E_HOMO	-9.1706	eV

Geometry (Å):
C (1.6650, -5.5214, 2.9540)
C (0.2995, -5.8037, 2.2573)
C (-0.0943, -4.5712, 1.4578)
C (-0.6696, -3.4983, 2.0882)
C (-1.0023, -2.3844, 1.3694)
C (-0.7223, -2.3716, 0.0079)
C (-0.1573, -3.4484, -0.6433)
C (0.1044, -3.4332, -2.1441)
C (-1.1307, -4.0702, -2.8665)
C (-1.5985, -3.2384, -4.0777)
C (-0.9240, -5.5748, -3.2108)
C (0.1510, -4.5721, 0.1000)
O (0.7104, -5.7337, -0.4607)
C (1.9537, -5.5543, -0.8125)
N (2.9256, -5.4285, -1.4498)
C (-1.0942, -1.1113, -0.7193)
O (-1.4252, -1.1253, -1.8866)
C (-1.0999, 0.1970, 0.0262)
C (-0.8328, 1.4119, -0.5652)
C (-0.4615, 1.5156, -2.0439)
C (0.9662, 0.9378, -2.3047)
O (1.8163, 1.3628, -1.2521)
C (1.4701, 1.5659, -3.6169)
N (2.9366, 1.4895, -3.7254)
C (-0.8591, 2.5809, 0.1602)
C (-1.1913, 2.5604, 1.4946)
I (-1.2312, 4.4067, 2.5185)
C (-1.4577, 1.3421, 2.0895)
C (-1.8322, 1.3264, 3.5627)
C (-3.3884, 1.2783, 3.6171)
O (-4.0177, 1.0665, 2.6052)
N (-4.0889, 1.5281, 4.8233)
C (-3.1995, 1.7992, 5.9568)
C (-4.9579, 2.7021, 4.5484)
C (-1.4038, 0.1592, 1.3903)
C (-1.6515, -1.1796, 2.0125)
O (-2.3065, -1.3495, 3.0179)
H (1.5128, -5.2605, 4.0098)
H (2.2180, -4.7019, 2.4787)
H (2.3139, -6.4033, 2.9510)
H (0.4386, -6.6821, 1.6306)
H (-0.4677, -5.9634, 3.0184)
H (-0.8455, -3.5676, 3.1574)
H (0.9923, -4.0158, -2.4076)
H (0.2784, -2.4183, -2.5030)
H (-1.9517, -4.0453, -2.1390)
H (-2.1804, -3.8823, -4.7504)
H (-0.7819, -2.8040, -4.6593)
H (-2.3061, -2.4840, -3.7265)
H (-1.7092, -6.1719, -2.7324)
H (0.0451, -5.9609, -2.8843)
H (-1.0350, -5.7598, -4.2855)
H (-0.4793, 2.5761, -2.3137)
H (-1.2265, 0.9919, -2.6208)
H (0.8828, -0.1529, -2.3903)
H (1.9459, 0.6605, -0.6102)
H (1.1703, 2.6209, -3.6461)
H (0.9849, 1.0860, -4.4812)
H (3.2082, 1.4732, -4.6989)
H (3.2718, 0.6595, -3.2546)
H (-0.6103, 3.5064, -0.3415)
H (-1.5000, 2.2277, 4.0816)
H (-1.4317, 0.4485, 4.0747)
H (-2.6826, 2.7700, 5.9140)
H (-3.8084, 1.7231, 6.8633)
H (-2.4447, 1.0106, 6.0464)
H (-5.2228, 3.2294, 5.4670)
H (-5.8900, 2.4010, 4.0626)
H (-4.4612, 3.3731, 3.8316)
C (-4.4108, 6.4374, -0.2504)
C (-3.4775, 5.4640, -0.8205)
N (-2.7464, 4.7035, -1.2804)
H (-3.8801, 7.1041, 0.4262)
H (-4.8618, 7.0262, -1.0463)
H (-5.1949, 5.9213, 0.3007)
C (-1.8132, 9.1719, -1.9175)
C (-3.2080, 9.4783, -1.5874)
N (-4.3041, 9.7109, -1.3257)
H (-1.5420, 9.6536, -2.8547)
H (-1.1590, 9.5351, -1.1273)
H (-1.6858, 8.0951, -2.0197)
C (2.9950, 4.6798, 2.6519)
C (2.5772, 4.9957, 4.0197)
N (2.2294, 5.2562, 5.0841)
H (2.8319, 3.6229, 2.4456)
H (2.4149, 5.2720, 1.9468)
H (4.0512, 4.9058, 2.5211)
C (2.7473, -6.9606, 6.9294)
C (1.5363, -6.5603, 6.2048)
N (0.5803, -6.2535, 5.6412)
H (3.0500, -7.9609, 6.6287)
H (3.5580, -6.2702, 6.7186)
H (2.5487, -6.9567, 7.9996)
C (5.2220, 0.7892, -0.9477)
C (4.8223, 1.1213, 0.4263)
N (4.5044, 1.3714, 1.5026)
H (5.0567, -0.2709, -1.1326)
H (4.6326, 1.3729, -1.6562)
H (6.2766, 1.0139, -1.0915)
C (3.5718, 2.2337, 5.9018)
C (4.1526, 1.2072, 6.7720)
N (4.6084, 0.4019, 7.4561)
H (3.9388, 3.2167, 6.1882)
H (3.8439, 2.0383, 4.8649)
H (2.4876, 2.2234, 5.9933)
C (5.1598, -6.8867, 3.5708)
C (5.5142, -6.9995, 4.9873)
N (5.8129, -7.0906, 6.0925)
H (6.0154, -7.1577, 2.9553)
H (4.3318, -7.5546, 3.3434)
H (4.8658, -5.8638, 3.3433)
C (7.6253, 3.9089, -1.0775)
C (6.2390, 4.1924, -0.6953)
N (5.1546, 4.4243, -0.3993)
H (7.8497, 4.3855, -2.0297)
H (8.3028, 4.2932, -0.3176)
H (7.7719, 2.8352, -1.1738)
C (-3.9284, 0.2842, -5.6416)
C (-2.9856, -0.6933, -6.1867)
N (-2.2387, -1.4706, -6.5869)
H (-3.4237, 0.9158, -4.9121)
H (-4.3170, 0.9089, -6.4434)
H (-4.7577, -0.2282, -5.1560)
C (0.4606, -2.7207, -8.5413)
C (1.7191, -1.9758, -8.6184)
N (2.7086, -1.3902, -8.6789)
H (-0.2924, -2.1255, -8.0285)
H (0.1079, -2.9520, -9.5412)
H (0.6138, -3.6497, -7.9932)
C (-6.0914, 1.4665, -2.1880)
C (-7.1875, 0.8833, -2.9769)
N (-8.0467, 0.4273, -3.5915)
H (-6.3181, 1.3868, -1.1266)
H (-5.1625, 0.9372, -2.3926)
H (-5.9663, 2.5160, -2.4473)
C (-2.1298, 2.6767, 10.0507)
C (-3.4439, 3.0884, 9.5501)
N (-4.4746, 3.4099, 9.1525)
H (-1.8791, 1.6915, 9.6617)
H (-1.3729, 3.3899, 9.7301)
H (-2.1450, 2.6373, 11.1379)
C (0.1090, -1.5076, -13.0835)
C (-0.4475, -1.2066, -11.7624)
N (-0.8841, -0.9712, -10.7242)
H (-0.0563, -2.5561, -13.3236)
H (-0.3743, -0.8889, -13.8369)
H (1.1783, -1.3049, -13.0872)

Results of the Löwdin charge analysis, in e, for atoms 1 through 4: number 1, C, carries -0.10; number 2, C, carries -0.15; number 3, C, carries -0.14; number 4, C, carries 0.05

***

Question: E_HOMO of number 1 (C54H70N2O18)?
Answer: -7.8989 eV